69
Properties=species:S:1:pos:R:3 method="wB97M-V/def2-TZVPD" e_lumo_ev="2.446 / 2.392" s_squared=8.765 spin_multiplicity=6 charge=-1 gap_ev="5.8 / 6.7" e_above_lowest_ev=1.116
Fe 0.78902 -0.75640 0.11921
O -2.72890 3.43253 -2.20251
C -3.38320 2.34606 -2.86877
C -3.27714 1.05529 -2.05271
C -3.91088 -0.03389 -2.94870
O -4.70025 -1.00173 -2.27883
C -1.79146 0.78779 -1.83207
Se -1.45429 -1.02123 -1.17572
C -4.01924 1.23839 -0.71844
Se -3.55371 -0.05208 0.69399
H -2.26134 3.95435 -2.85801
H -2.91733 2.17195 -3.84517
H -4.43784 2.58692 -3.03114
H -3.10589 -0.50172 -3.52596
H -4.59472 0.43983 -3.65989
H -4.17168 -1.36429 -1.55295
H -1.37808 1.48993 -1.11418
H -1.26110 0.89747 -2.77694
H -5.09468 1.17680 -0.88889
H -3.77483 2.22232 -0.32597
N 0.37526 4.50209 0.92817
N 1.04834 3.28654 0.95884
N 2.35622 3.20687 0.86049
C 2.52003 1.88884 0.82835
N 1.34807 1.24270 0.91101
N 0.40959 2.16341 0.99684
H 0.72654 5.06091 1.69475
H -0.60625 4.28487 1.05223
H 3.46985 1.38925 0.73313
O 3.08137 -0.59332 -0.59535
C 2.78136 -0.12728 -1.70232
N 1.55154 0.33419 -1.97541
S 1.42759 0.87142 -3.50423
O 1.24335 2.30046 -3.52632
O 0.53520 0.07358 -4.29674
C 3.10793 0.50478 -3.95505
C 3.76310 0.68749 -5.15721
C 5.09791 0.30471 -5.21871
C 5.74044 -0.24217 -4.10804
C 5.05995 -0.42020 -2.90819
C 3.73600 -0.03372 -2.85477
H 3.25540 1.10788 -6.01711
H 5.64531 0.43020 -6.14517
H 6.77979 -0.53543 -4.18583
H 5.53320 -0.85396 -2.03520
C -1.45799 -3.24941 1.72834
N -1.11288 -2.61772 2.99236
C -1.31025 -3.40048 4.20377
C -0.26499 -3.03385 5.23318
C -0.37976 -1.55246 5.50565
N -0.35026 -0.80866 4.25884
C 0.04868 0.57963 4.34915
C -0.63302 -1.34915 3.02233
O -0.43632 -0.68006 2.00512
H -1.01747 -4.24835 1.69781
H -1.05987 -2.66906 0.90904
H -2.54209 -3.31703 1.60517
H -1.23062 -4.45192 3.93036
H -2.31791 -3.23987 4.60714
H 0.72049 -3.26226 4.82172
H -0.40859 -3.60243 6.15319
H 0.45236 -1.20876 6.12478
H -1.30433 -1.33593 6.05648
H 1.11322 0.66876 4.59231
H -0.52771 1.07679 5.13495
H -0.14233 1.07118 3.40243
O 1.90850 -3.75630 2.89256
C 1.73367 -3.08345 1.90786
N 1.55992 -2.43159 0.93093

22
Properties=species:S:1:pos:R:3 method="wB97M-V/def2-TZVPD" e_lumo_ev=0.479 smiles="O=C1O[C@]12N=CCS2.NCCO" spin_multiplicity=1 gap_ev=9.4 e_above_lowest_ev=2.697
O 2.98131 1.27962 -1.56012
C 1.98809 1.83202 -1.33658
O 1.42615 2.99796 -1.41888
C 0.63349 1.91748 -0.80980
N 0.60614 2.22133 0.56939
C -0.43917 1.81188 1.14726
C -1.56970 1.32075 0.28503
S -1.00149 1.45646 -1.35449
H -0.60516 2.17805 2.14862
H -1.75827 0.32633 0.47620
H -2.44171 1.85744 0.53262
N 1.14142 -0.70133 0.21799
C 0.66809 -2.05252 -0.02815
C -0.88463 -1.94075 -0.29106
O -1.70625 -1.72680 0.82077
H 2.21070 -0.66780 -0.05405
H 1.18254 -0.54854 1.33920
H 0.96674 -2.25946 -1.01927
H 0.91165 -2.84889 0.68303
H -1.18640 -1.12984 -1.06938
H -1.27300 -2.82477 -0.69319
H -1.85053 -2.49862 1.41484

31
Properties=species:S:1:pos:R:3 method="wB97M-V/def2-TZVPD" e_lumo_ev=0.853 smiles=Cc1ccc(O)cc1.Cc1ccccc1 spin_multiplicity=1 gap_ev=9.0 e_above_lowest_ev=1.063
C 0.94144 2.19128 -2.29449
C 0.62213 0.79164 -2.66205
C 0.06677 0.49410 -3.91095
C 0.00107 -0.80798 -4.29523
C 0.33707 -1.81056 -3.34769
O 0.11084 -3.13153 -3.62704
C 0.68255 -1.56062 -2.02110
C 0.85610 -0.20641 -1.72399
H 1.96409 2.43644 -2.04039
H 0.44344 2.51125 -1.36900
H 0.60566 2.90750 -3.04808
H -0.17837 1.33250 -4.55248
H -0.29556 -1.31982 -5.20447
H -0.39565 -3.32977 -4.40317
H 0.80214 -2.28202 -1.23273
H 1.16403 0.14963 -0.74571
C 0.66539 0.43339 4.93070
C -0.06888 0.21211 3.63018
C 0.07348 1.07053 2.54777
C -0.77642 0.88537 1.44659
C -1.66349 -0.16735 1.43654
C -1.70806 -1.13068 2.44155
C -0.93549 -0.89885 3.56481
H 1.71380 0.14114 4.89440
H 0.23838 -0.18285 5.72552
H 0.45680 1.47014 5.20227
H 0.82627 1.84867 2.56987
H -0.79426 1.53622 0.58321
H -2.46200 -0.06662 0.70714
H -2.22007 -2.07542 2.30941
H -1.07319 -1.44142 4.48861

78
Properties=species:S:1:pos:R:3 method="wB97M-V/def2-TZVPD" e_lumo_ev=-1.214 spin_multiplicity=1 gap_ev=6.2 e_above_lowest_ev=0.268
Cs 1.07952 -0.68427 1.71834
C -2.33591 -0.25272 3.37284
C -1.50190 -0.18723 4.47854
C -1.14243 -1.34565 5.14927
C -1.61683 -2.57276 4.71343
C -2.46431 -2.63979 3.61867
C -2.82114 -1.48009 2.94841
H -2.61552 0.65617 2.85508
H -1.14928 0.77336 4.82757
H -0.50558 -1.29221 6.02282
H -1.34054 -3.47510 5.24075
H -2.85743 -3.59584 3.29943
H -3.49634 -1.53030 2.10526
Br 0.77319 -8.10481 5.56234
C 1.42379 -6.76171 4.37593
C 2.76513 -6.74871 4.02350
C 3.23401 -5.77009 3.17277
C 2.37706 -4.78081 2.66338
C 1.02011 -4.83993 3.01589
C 0.54575 -5.81741 3.86395
N 2.75744 -3.71715 1.87074
C 3.92001 -3.60117 1.34658
C 4.32555 -2.47201 0.53783
C 5.62005 -2.45889 -0.00347
C 6.00625 -1.39581 -0.79596
C 5.09823 -0.37600 -1.03922
C 3.84249 -0.47148 -0.45644
N 3.46329 -1.47230 0.31370
H 3.43872 -7.49981 4.41016
H 4.28078 -5.77774 2.90678
H 0.34042 -4.11528 2.59078
H -0.49872 -5.85733 4.13227
H 4.70489 -4.35806 1.45532
H 6.29966 -3.27388 0.20018
H 6.99591 -1.36167 -1.22507
H 5.35022 0.46810 -1.66169
H 3.10847 0.30202 -0.62953
N 0.48554 8.12866 -4.05319
C 0.57871 7.23596 -3.33583
C 0.66048 6.14974 -2.44311
C 0.81016 6.38440 -1.07048
C 0.82057 5.32805 -0.18976
C 0.67665 4.01052 -0.64858
C 0.57116 3.78451 -2.02915
C 0.56385 4.83606 -2.91629
C 0.62438 2.93143 0.26288
C 0.54818 1.99850 1.04685
H 0.91218 7.40209 -0.71565
H 0.93457 5.50364 0.87102
H 0.49061 2.76900 -2.39494
H 0.47688 4.65904 -3.98005
C -3.06689 2.83275 -0.50993
C -3.64858 1.82166 -1.49720
N -3.25901 2.08926 -2.86462
C -3.86097 3.24573 -3.51781
C -2.86995 4.38767 -3.71355
C -2.46826 1.30192 -3.62430
O -2.25010 1.54133 -4.80066
C -1.86767 0.06932 -3.01453
C -2.05934 -1.14087 -3.67835
C -1.42284 -2.27522 -3.20772
C -0.60952 -2.15311 -2.09203
N -0.40523 -1.00795 -1.46095
C -1.01431 0.07601 -1.91344
H -3.36849 2.57029 0.50167
H -3.42785 3.83492 -0.72848
H -1.98061 2.83694 -0.55201
H -4.74512 1.85183 -1.43746
H -3.32982 0.81300 -1.22432
H -4.71361 3.56860 -2.91656
H -4.22309 2.92821 -4.50128
H -2.42963 4.69106 -2.76734
H -3.37392 5.23928 -4.16376
H -2.07538 4.06592 -4.38012
H -2.68930 -1.17470 -4.55508
H -1.54598 -3.22816 -3.69909
H -0.07544 -3.00617 -1.69339
H -0.79805 0.98724 -1.37252

10
Properties=species:S:1:pos:R:3 method="wB97M-V/def2-TZVPD" e_lumo_ev=4.242 smiles="[O-]/P=C/COO" spin_multiplicity=1 charge=-1 gap_ev=7.7 e_above_lowest_ev=4.954
O -3.20994 0.31425 0.50586
P -2.13336 -0.03223 -0.47491
C -0.63669 -0.18773 0.34146
C 0.61381 -0.66309 -0.30745
O 1.81891 -0.01718 0.13932
O 1.84610 1.36713 -0.19116
H -0.61449 -0.11433 1.42874
H 0.86797 -1.70275 -0.04087
H 0.52292 -0.59830 -1.39986
H 0.92477 1.63423 -0.00113

22
Properties=species:S:1:pos:R:3 method="wB97M-V/def2-TZVPD" e_lumo_ev=0.767 smiles="C=C[Si@@](Cl)(NC)N(C)C" spin_multiplicity=1 gap_ev=9.8 e_above_lowest_ev=1.304
C -0.90384 1.91651 1.72049
C -1.52805 0.92164 1.06629
Si -0.85239 -0.03796 -0.34628
Cl -2.79333 -0.82642 -1.12043
N -0.25897 0.96849 -1.61863
C 1.03585 1.62125 -1.72498
N 0.11322 -1.31995 0.20787
C 0.95072 -2.08629 -0.62419
C 0.32995 -1.52284 1.59473
H -1.53273 2.34626 2.50623
H 0.09621 2.32580 1.44241
H -2.47855 0.69287 1.29757
H -0.92251 1.02835 -2.49069
H 1.53401 1.51417 -2.68247
H 1.00448 2.66365 -1.48253
H 1.76540 1.11368 -1.02447
H 0.58111 -1.70140 -1.56435
H 2.01993 -1.80548 -0.34344
H 0.65089 -3.16110 -0.76598
H -0.35371 -0.91676 2.09864
H 0.23690 -2.60973 1.94748
H 1.30539 -1.12471 1.90672